Entry 1:
6
Properties=species:S:1:pos:R:3 method="wB97M-V/def2-TZVPD" lumo_ev=-0.5 homo_energy_ev=-10.5693 homo_lumo_gap_ha=0.3687 relative_energy_kj_mol=101.96 smiles="O=PCl.O" total_energy_ha=-953.2631 total_charge=0 largest_force_ev_per_a=1.088
O -0.1801 -0.3403 -0.3954
O 3.3959 -1.2289 0.8007
P 2.8272 -0.7211 -0.4291
Cl 2.9081 1.3267 -0.2789
H -0.3917 0.5533 -0.1087
H -0.4114 -0.9353 0.3224


Entry 2:
5
Properties=species:S:1:pos:R:3 method="wB97M-V/def2-TZVPD" lumo_ev=-0.6 homo_energy_ev=-9.0874 homo_lumo_gap_ha=0.3102 relative_energy_kj_mol=146.99 smiles=PSCl total_energy_ha=-1200.8849 total_charge=0 largest_force_ev_per_a=2.411
P -1.1000 0.6594 -0.3046
S 0.1286 -1.4211 -0.6279
Cl 1.4070 -1.2658 0.8918
H -0.3405 0.5145 0.8222
H -0.0951 1.5131 -0.7816


Entry 3:
5
Properties=species:S:1:pos:R:3 method="wB97M-V/def2-TZVPD" lumo_ev=-1.5 homo_energy_ev=-8.9982 homo_lumo_gap_ha=0.2749 relative_energy_kj_mol=112.43 smiles="P=S.Cl" total_energy_ha=-1200.8981 total_charge=0 largest_force_ev_per_a=0.862
P 1.8320 0.6200 0.1281
S 3.4129 -0.4131 -0.0731
Cl -3.2887 -0.6509 0.2191
H 0.8683 -0.0981 -0.7264
H -2.8245 0.5421 0.4524


Entry 4:
62
Properties=species:S:1:pos:R:3 method="wB97M-V/def2-TZVPD" lumo_ev=2.0 homo_energy_ev=-7.1408 homo_lumo_gap_ha=0.3372 relative_energy_kj_mol=156.83 total_energy_ha=-2213.3030 total_charge=-1 largest_force_ev_per_a=4.224
Cl -0.4110 0.2159 0.1428
O -0.4320 -0.2331 -1.2982
O -1.1900 -0.7741 1.0078
O 1.0250 0.2949 0.5968
O -1.0210 1.5539 0.2488
O -2.6470 -3.2331 2.5738
H -2.2930 -3.2741 1.7148
H -2.6320 -4.1251 2.9248
O -1.7630 -3.2841 0.0268
H -1.2670 -2.4321 0.1838
H -1.1170 -3.9501 -0.2902
O 1.1970 -2.5511 -0.2492
H 1.1450 -2.7591 0.6558
H 2.1480 -2.5501 -0.3722
O 1.4800 -1.7881 3.0748
H 2.1770 -1.4061 2.6108
H 1.0190 -0.9791 3.2418
O 3.3250 2.1639 -0.1602
H 2.5910 2.3619 0.4558
H 2.8500 1.6349 -0.7602
O 4.2030 -1.0851 -0.1312
H 3.7010 -0.8271 0.6528
H 3.5640 -0.7751 -0.7922
O 2.3980 0.0549 -1.9262
H 2.2900 -0.2271 -2.8392
H 1.5270 0.1599 -1.4502
O -1.9780 4.1119 -1.2092
H -1.5850 3.2629 -1.4202
H -2.1100 4.5469 -2.0882
O 1.3020 -2.8441 -3.2972
H 2.1320 -2.6801 -2.8032
H 0.7260 -2.6301 -2.6002
O -3.7520 0.6669 0.2548
H -4.4050 0.2369 -0.2392
H -3.1190 -0.0111 0.3848
O -1.6600 -2.1141 -2.9222
H -1.3410 -2.5731 -2.1442
H -2.1910 -1.3221 -2.6742
O 0.2150 -0.2751 -4.0462
H -0.6070 -0.4371 -4.4842
H -0.0790 -0.2071 -3.0962
O 0.3360 0.8149 3.4608
H -0.4350 0.2339 3.4998
H 0.0590 1.6029 2.9948
O 3.1020 -0.1711 2.0168
H 3.3680 0.3299 2.7488
H 2.3090 0.3149 1.7178
O 0.9990 2.5709 -1.8202
H 0.2270 2.0579 -2.1382
H 0.7320 3.4629 -1.7262
O 1.0780 2.9259 1.3608
H 0.5060 2.5119 0.7568
H 0.7480 3.8329 1.4598
O -1.9410 -0.5951 3.5798
H -2.0730 -0.8631 2.6898
H -2.7380 -0.4151 4.0638
O -2.1000 2.4869 2.7188
H -1.9040 1.9449 1.9378
H -1.7210 3.2959 2.4218
O -1.2220 1.6189 -3.0182
H -0.7450 0.9439 -3.4922
H -2.0020 1.1789 -2.6912


Entry 5:
6
Properties=species:S:1:pos:R:3 method="wB97M-V/def2-TZVPD" lumo_ev=0.3 homo_energy_ev=-9.2970 homo_lumo_gap_ha=0.3533 relative_energy_kj_mol=42.96 smiles=NNCl total_energy_ha=-571.4094 total_charge=0 largest_force_ev_per_a=2.193
N -0.4166 -0.0669 -0.3225
N 0.7058 0.7515 -0.1740
Cl 2.3864 -0.1313 0.0578
H -0.2187 -0.7444 -1.0008
H -0.9061 -0.6892 0.3832
H 0.7376 1.4683 0.5580


Entry 6:
9
Properties=species:S:1:pos:R:3 method="wB97M-V/def2-TZVPD" lumo_ev=0.5 homo_energy_ev=-11.0007 homo_lumo_gap_ha=0.4225 relative_energy_kj_mol=39.07 smiles="NNS(=O)(=O)Cl" total_energy_ha=-1120.0977 total_charge=0 largest_force_ev_per_a=3.138
N -0.5976 0.0063 0.0929
N 0.6024 0.2230 -0.7955
O 2.8950 1.3222 -0.6328
O 1.7415 0.5833 1.3924
S 1.9935 0.4413 -0.0140
Cl 2.7991 -1.3511 -0.0186
H -0.4690 0.5200 1.0604
H -0.4351 -0.9391 0.3783
H 0.3480 0.5645 -1.8023


Entry 7:
8
Properties=species:S:1:pos:R:3 method="wB97M-V/def2-TZVPD" lumo_ev=0.0 homo_energy_ev=-11.7350 homo_lumo_gap_ha=0.4312 relative_energy_kj_mol=4.06 smiles="NP(=O)=O.Cl" total_energy_ha=-1008.6515 total_charge=0 largest_force_ev_per_a=2.050
N 0.6219 -0.0571 -3.3564
O -0.8435 2.0449 -3.5732
O 1.0509 2.0189 -1.7481
P 0.2776 1.4682 -2.8412
Cl -0.6099 0.4904 2.5165
H 0.0112 -0.3533 -4.0768
H 1.3784 -0.6359 -3.0853
H 0.1810 1.4539 2.2163


Entry 8:
6
Properties=species:S:1:pos:R:3 method="wB97M-V/def2-TZVPD" lumo_ev="-1.4 / -1.4" homo_energy_ev="-8.4597 / -8.4509" homo_lumo_gap_ha="0.2586 / 0.2573" relative_energy_kj_mol=234.83 total_energy_ha=-858.0205 total_charge=0 largest_force_ev_per_a=3.049
N -1.4679 0.2717 0.4991
P 2.8034 0.7152 -0.3489
Cl 2.9567 -1.1701 -0.8707
H -1.5875 -0.7349 0.5665
H -0.4610 0.2737 0.3123
H -2.2438 0.6444 -0.1584


Entry 9:
6
Properties=species:S:1:pos:R:3 method="wB97M-V/def2-TZVPD" lumo_ev=-0.5 homo_energy_ev=-10.7440 homo_lumo_gap_ha=0.3750 relative_energy_kj_mol=288.37 smiles="O=[SiH2].Cl" total_energy_ha=-826.6951 total_charge=0 largest_force_ev_per_a=1.576
O -0.8998 0.0976 -0.8487
Si -0.3456 -0.4136 0.4629
Cl 0.9433 2.1050 -2.8286
H -0.2955 1.9696 -2.5120
H 0.9960 -0.9086 0.6257
H -1.1845 -0.4307 1.5879


Entry 10:
6
Properties=species:S:1:pos:R:3 method="wB97M-V/def2-TZVPD" lumo_ev=-1.0 homo_energy_ev=-10.4995 homo_lumo_gap_ha=0.3481 relative_energy_kj_mol=308.55 smiles="O=[SiH2].Cl" total_energy_ha=-826.6875 total_charge=0 largest_force_ev_per_a=4.327
O -0.2317 -0.9209 0.0154
Si -0.0144 0.4297 0.6712
Cl 1.0002 -2.6195 -1.7522
H 0.4750 -2.1350 -0.7806
H -1.2814 1.3734 0.9396
H 1.3115 1.0451 0.9343


Entry 11:
6
Properties=species:S:1:pos:R:3 method="wB97M-V/def2-TZVPD" lumo_ev=-1.0 homo_energy_ev=-9.3507 homo_lumo_gap_ha=0.3058 relative_energy_kj_mol=461.68 total_energy_ha=-826.6291 total_charge=0 largest_force_ev_per_a=5.559
O 0.5137 0.2974 -1.7858
Si 0.7637 -0.0284 0.8890
Cl 2.4713 0.5701 1.5422
H 1.1012 1.1446 -1.9408
H 0.1859 -1.3364 0.4740
H -0.3793 0.4368 1.7246


Entry 12:
68
Properties=species:S:1:pos:R:3 method="wB97M-V/def2-TZVPD" lumo_ev=1.6 homo_energy_ev=-6.8537 homo_lumo_gap_ha=0.3100 relative_energy_kj_mol=128.05 total_energy_ha=-2366.1967 total_charge=-1 largest_force_ev_per_a=3.341
Cl -0.0482 0.0059 -0.1897
O 1.1418 0.9239 -0.2277
O -0.9562 0.4629 -1.2847
O 0.4098 -1.3991 -0.4577
O -0.7722 0.0889 1.1173
O -1.3412 -2.0581 -3.1357
H -1.2062 -1.1231 -3.2797
H -2.0692 -1.9421 -2.4417
O -3.3852 1.1769 -2.2287
H -3.8182 0.6819 -1.5907
H -2.4692 1.3309 -1.9167
O -1.7852 -2.2761 2.2503
H -0.9762 -1.8821 2.5023
H -1.6402 -2.4891 1.3103
O 3.7068 2.1859 0.0203
H 3.6658 2.2339 0.9703
H 4.5528 2.4569 -0.3307
O -1.1102 0.5979 -4.1817
H -1.8472 0.8329 -4.6727
H -0.3652 0.7509 -4.7757
O -0.4292 3.2349 0.4583
H -1.3192 3.0099 0.7853
H -0.2382 4.0359 0.9173
O -3.5942 0.0489 2.7843
H -3.8692 -0.7511 3.3013
H -2.7872 0.3769 3.2183
O 1.6978 2.4099 2.1793
H 1.4428 3.1869 2.6603
H 1.1298 2.4549 1.3843
O 2.5498 1.9879 -2.6967
H 2.1408 1.1369 -2.8077
H 2.8048 2.2719 -1.8007
O 2.5748 -0.0441 1.9853
H 3.5088 0.0969 1.7113
H 2.2778 0.8779 1.8673
O -0.8492 0.8799 3.5873
H -0.6172 0.4469 2.7473
H -0.9372 1.8499 3.4473
O 2.7288 -2.4601 0.5483
H 2.0808 -1.7671 0.6363
H 3.2928 -2.2901 1.3143
O -0.9022 2.9889 -2.2657
H -0.6572 2.0509 -2.3667
H -0.7162 2.9779 -1.3117
O 2.2388 -3.3871 -1.8577
H 2.2458 -3.1511 -0.9187
H 1.3218 -3.5871 -2.0747
O -2.0592 -2.3821 -0.4197
H -1.1682 -2.0901 -0.2517
H -2.6112 -1.5891 -0.2767
O 1.5618 -0.3661 -3.1397
H 1.9578 -0.7581 -2.3987
H 0.6088 -0.3131 -2.9307
O 0.5848 -4.1261 0.4863
H 1.3068 -3.5341 0.5813
H 0.1028 -4.2071 1.2983
O -2.8672 2.4399 1.0063
H -2.6872 2.7799 1.8943
H -2.9782 1.4909 1.1703
O 0.6758 -1.5491 2.9813
H 1.0778 -1.7151 3.8343
H 1.3958 -1.0971 2.5173
O 3.4608 -0.4371 -1.1957
H 3.1018 0.3129 -0.7477
H 3.7148 -1.0911 -0.5717
O -3.7032 -0.2491 0.1853
H -3.7382 -0.3061 1.1683
H -4.5442 -0.6591 -0.0827